(1)
The following is a quantum chemistry calculation of C17H45CsN3O5 as an isolated structure at a distorted geometry, from the Open Molecules 2025 dataset.

```
! RIJCOSX wB97M-V def2-TZVPD def2/J DEFGRID3
* xyz 2 2
O -0.52 -2.92 0.55
H 0.08 -3.66 0.64
H -1.12 -3.02 1.29
H 0.00 -2.11 0.62
Cs 3.25 -2.09 1.58
O 0.69 -0.67 0.97
H 0.06 0.07 0.90
C -2.31 -0.35 4.84
C -1.64 -0.19 3.41
C -0.92 1.20 3.26
O -1.93 2.17 3.29
C -1.59 3.55 3.14
N -0.66 -1.26 3.35
H -3.27 0.14 4.98
H -1.61 -0.20 5.67
H -2.66 -1.38 4.83
H -2.30 -0.45 2.59
H -0.47 1.08 2.27
H -0.18 1.35 4.04
H -1.33 3.90 4.14
H -2.53 4.04 2.92
H -0.81 3.69 2.40
H -0.10 -0.93 2.58
H -0.08 -1.24 4.18
C 4.30 2.74 1.60
C 2.94 2.07 1.62
C 1.79 2.88 1.06
O 1.53 4.10 1.75
C 1.83 5.33 1.12
N 3.12 0.85 0.86
H 4.48 3.24 0.64
H 5.18 2.09 1.66
H 4.28 3.47 2.40
H 2.73 1.82 2.66
H 0.86 2.30 1.07
H 1.98 3.09 0.01
H 1.50 6.04 1.87
H 1.17 5.46 0.26
H 2.85 5.60 0.82
H 2.17 0.50 0.80
H 3.35 1.11 -0.09
C -2.02 -0.03 -3.53
C -1.79 -1.10 -2.49
C -2.58 -2.42 -2.96
C -1.78 -3.24 -3.94
C -0.34 -3.49 -3.48
C 0.45 -2.22 -3.10
N -0.37 -1.48 -2.11
O 0.26 -0.34 -1.68
C 1.78 -2.69 -2.43
C 0.89 -1.45 -4.44
C -2.55 -0.77 -1.12
H -3.08 0.23 -3.52
H -1.92 -0.23 -4.59
H -1.45 0.88 -3.33
H -2.96 -3.05 -2.16
H -3.47 -2.15 -3.53
H -1.77 -2.80 -4.93
H -2.33 -4.19 -4.00
H 0.18 -3.98 -4.31
H -0.27 -4.26 -2.71
H 2.29 -1.77 -2.12
H 1.45 -3.25 -1.55
H 2.28 -3.35 -3.13
H 1.74 -0.83 -4.15
H 0.96 -2.18 -5.25
H 0.10 -0.80 -4.82
H -1.98 -0.19 -0.39
H -2.90 -1.66 -0.60
H -3.35 -0.09 -1.43
H 0.45 -0.53 -0.76
*
```

Properties
- <S²> = 0.754
- gap between HOMO and LUMO (alpha / beta) (eV) = 7.398 / 4.257
- LUMO level (alpha / beta) (eV) = -6.439 / -9.579
- E_tot (eV) = -33594.3349

From a Löwdin analysis of the wavefunction, the atomic charges in e read:
1 O 0.28
2 H 0.16
3 H 0.16
4 H 0.01
5 Cs 1.02
6 O -0.50
7 H -0.02
8 C -0.03
9 C -0.38
10 C -0.20
11 O -0.18
12 C -0.05
13 N 0.01
14 H 0.08
15 H 0.08
16 H 0.07
17 H 0.13
18 H 0.07
19 H 0.14
20 H 0.10
21 H 0.09
22 H 0.07
23 H -0.02
24 H 0.08
25 C -0.04
26 C -0.44
27 C -0.18
28 O -0.20
29 C -0.09
30 N -0.07
31 H 0.09
32 H 0.08
33 H 0.09
34 H 0.15
35 H 0.10
36 H 0.13
37 H 0.10
38 H 0.09
39 H 0.09
40 H -0.03
41 H 0.08
42 C -0.02
43 C -0.38
44 C -0.12
45 C -0.16
46 C -0.13
47 C -0.43
48 N 0.09
49 O 0.07
50 C 0.00
51 C 0.06
52 C 0.01
53 H 0.11
54 H 0.09
55 H 0.11
56 H 0.12
57 H 0.13
58 H 0.12
59 H 0.13
60 H 0.13
61 H 0.12
62 H 0.09
63 H 0.06
64 H 0.12
65 H 0.10
66 H 0.11
67 H 0.07
68 H 0.07
69 H 0.08
70 H 0.10
71 H 0.04


(2)
The following is a quantum chemistry calculation of C17H45Hg2NO15 as an isolated structure at a distorted geometry, from the Open Molecules 2025 dataset.

```
! RIJCOSX wB97M-V def2-TZVPD def2/J DEFGRID3
* xyz 2 1
Hg -1.74 1.29 -0.94
Hg 0.72 1.84 2.39
C 0.09 -0.30 0.67
O -1.02 -0.67 0.10
O 0.23 -0.36 1.94
O 0.72 0.67 0.06
C -1.34 -3.44 -2.31
C -2.66 -3.28 -1.57
O -2.42 -2.97 -0.19
O -0.60 -2.21 -2.48
H -1.52 -3.79 -3.32
H -0.66 -4.10 -1.76
H -3.29 -4.17 -1.64
H -3.32 -2.48 -1.93
H -1.83 -2.21 -0.12
H -0.52 -1.78 -1.62
C 3.90 0.69 -1.28
C 4.98 1.75 -1.23
O 4.43 3.06 -1.12
O 3.47 0.32 0.02
H 4.26 -0.22 -1.77
H 3.04 1.09 -1.82
H 5.62 1.62 -2.11
H 5.67 1.61 -0.39
H 5.04 3.60 -1.64
H 2.51 0.38 0.03
C -4.51 -1.68 2.58
C -3.20 -1.20 3.26
O -2.17 -2.15 3.07
O -4.34 -1.67 1.18
H -5.32 -1.04 2.94
H -4.81 -2.69 2.87
H -3.35 -0.95 4.32
H -2.90 -0.28 2.74
H -1.43 -1.72 2.64
H -3.57 -2.26 1.01
C 2.66 -4.51 2.75
C 1.62 -3.38 2.66
O 2.25 -2.13 2.39
O 3.26 -4.84 1.50
H 2.13 -5.43 2.99
H 3.46 -4.32 3.47
H 1.14 -3.34 3.65
H 0.86 -3.64 1.92
H 1.59 -1.45 2.21
H 3.79 -4.08 1.23
C 1.40 0.09 4.81
C 2.76 0.74 4.52
O 2.79 1.05 3.11
O 0.36 1.09 4.65
H 1.47 -0.29 5.83
H 1.24 -0.69 4.07
H 3.61 0.13 4.82
H 2.88 1.66 5.11
H 3.66 0.75 2.81
H -0.47 0.69 4.93
C 0.48 4.04 -2.01
O -0.17 2.77 -2.15
C 0.47 2.13 -3.28
C -0.08 0.71 -3.49
N -1.55 0.55 -3.16
C -2.43 1.37 -4.02
C -2.65 2.83 -3.66
O -2.88 2.86 -2.22
C -3.30 4.16 -1.81
H 1.56 4.02 -1.87
H 0.12 4.53 -1.09
H 0.16 4.67 -2.84
H 1.54 2.01 -3.12
H 0.37 2.77 -4.16
H 0.33 -0.04 -2.81
H 0.21 0.29 -4.46
H -1.70 -0.40 -3.48
H -3.37 0.80 -4.02
H -2.10 1.33 -5.07
H -3.48 3.24 -4.24
H -1.83 3.52 -3.87
H -3.62 4.15 -0.77
H -4.19 4.43 -2.39
H -2.50 4.88 -2.01
*
```

Properties
- gap between HOMO and LUMO (eV) = 3.712
- LUMO level (eV) = -10.004
- E_tot (eV) = -58888.8217

From a Löwdin analysis of the wavefunction, the atomic charges in e read:
1 Hg 1.40
2 Hg 1.45
3 C -0.76
4 O -0.13
5 O -0.14
6 O -0.16
7 C -0.18
8 C -0.18
9 O -0.10
10 O -0.10
11 H 0.13
12 H 0.13
13 H 0.13
14 H 0.12
15 H 0.02
16 H 0.03
17 C -0.22
18 C -0.23
19 O -0.07
20 O -0.08
21 H 0.13
22 H 0.10
23 H 0.12
24 H 0.12
25 H 0.09
26 H 0.01
27 C -0.23
28 C -0.24
29 O -0.06
30 O -0.09
31 H 0.12
32 H 0.13
33 H 0.11
34 H 0.10
35 H 0.04
36 H 0.04
37 C -0.23
38 C -0.22
39 O -0.10
40 O -0.06
41 H 0.13
42 H 0.12
43 H 0.11
44 H 0.12
45 H 0.00
46 H 0.08
47 C -0.17
48 C -0.16
49 O -0.14
50 O -0.10
51 H 0.15
52 H 0.09
53 H 0.15
54 H 0.14
55 H 0.13
56 H 0.13
57 C -0.06
58 O -0.30
59 C -0.18
60 C -0.14
61 N -0.11
62 C -0.15
63 C -0.15
64 O -0.32
65 C -0.05
66 H 0.10
67 H 0.09
68 H 0.10
69 H 0.12
70 H 0.13
71 H 0.10
72 H 0.15
73 H 0.11
74 H 0.14
75 H 0.14
76 H 0.15
77 H 0.12
78 H 0.10
79 H 0.11
80 H 0.10


(3)
The following is a quantum chemistry calculation of a 3-piece molecular cluster, C17H45N2O10P2 overall at a distorted geometry, from the Open Molecules 2025 dataset.

```
! RIJCOSX wB97M-V def2-TZVPD def2/J DEFGRID3
* xyz 1 1
C 1.16 0.62 -4.00
C 0.29 0.49 -5.42
O -0.82 -0.42 -5.14
N -0.65 -1.64 -5.68
C 0.03 -2.65 -4.77
C 1.42 -3.12 -5.51
O 1.15 -4.20 -6.52
C 2.53 -3.56 -4.40
N 3.81 -2.70 -4.45
H 2.14 1.24 -4.19
H 0.42 1.13 -3.23
H 1.44 -0.46 -3.64
H 1.04 0.13 -6.24
H -0.10 1.56 -5.72
H -1.63 -2.02 -5.85
H -0.18 -1.63 -6.62
H 0.21 -2.27 -3.68
H -0.68 -3.60 -4.69
H 1.88 -2.21 -6.12
H 1.35 -3.79 -7.43
H 2.15 -3.48 -3.28
H 2.78 -4.71 -4.59
H 3.59 -1.74 -4.83
H 4.10 -2.51 -3.45
O -1.37 -0.74 -0.50
P -2.59 -1.20 0.33
O -2.63 -2.73 -0.31
C -1.52 -3.59 -0.11
C -1.58 -4.24 1.25
O -3.74 -0.54 -0.67
C -3.44 0.58 -1.49
C -3.04 0.12 -2.88
O -3.96 -1.73 1.26
C -3.80 -1.88 2.66
C -2.88 -0.85 3.30
H -0.57 -3.06 -0.25
H -1.57 -4.37 -0.88
H -1.39 -3.50 2.04
H -0.82 -5.02 1.35
H -2.56 -4.68 1.44
H -2.67 1.20 -1.03
H -4.34 1.19 -1.56
H -2.23 -0.62 -2.85
H -2.72 0.96 -3.49
H -3.89 -0.37 -3.38
H -3.44 -2.89 2.87
H -4.79 -1.79 3.11
H -1.85 -0.96 2.94
H -2.88 -0.96 4.38
H -3.21 0.17 3.04
O 1.97 3.17 2.42
P 1.39 3.25 3.85
O 2.60 2.35 4.55
C 3.93 2.84 4.52
C 4.16 3.87 5.61
O 0.30 2.00 3.66
C -0.19 1.66 2.38
C 0.62 0.53 1.78
O 0.74 3.34 5.45
C 0.74 4.60 6.11
C 0.47 5.77 5.19
H 4.17 3.25 3.54
H 4.59 1.98 4.69
H 3.61 4.79 5.39
H 5.22 4.12 5.69
H 3.81 3.50 6.57
H -0.22 2.54 1.72
H -1.23 1.33 2.51
H 1.70 0.76 1.77
H 0.30 0.32 0.76
H 0.51 -0.38 2.38
H 1.68 4.72 6.64
H -0.05 4.56 6.87
H 1.29 5.90 4.47
H 0.38 6.70 5.77
H -0.45 5.62 4.62
*
```

Properties
- gap between HOMO and LUMO (eV) = 7.431
- LUMO level (eV) = -3.759
- E_tot (eV) = -60377.6687

From a Löwdin analysis of the wavefunction, the atomic charges in e read:
1 C -0.06
2 C -0.16
3 O -0.13
4 N 0.00
5 C -0.04
6 C -0.29
7 O -0.08
8 C -0.20
9 N -0.04
10 H 0.11
11 H 0.10
12 H 0.07
13 H 0.13
14 H 0.15
15 H 0.23
16 H 0.19
17 H 0.15
18 H 0.18
19 H 0.15
20 H 0.13
21 H 0.12
22 H 0.14
23 H 0.06
24 H 0.09
25 O -0.27
26 P 0.75
27 O -0.23
28 C -0.31
29 C -0.08
30 O -0.22
31 C -0.30
32 C -0.09
33 O -0.18
34 C -0.30
35 C -0.08
36 H 0.10
37 H 0.12
38 H 0.07
39 H 0.08
40 H 0.09
41 H 0.11
42 H 0.12
43 H 0.05
44 H 0.07
45 H 0.08
46 H 0.10
47 H 0.13
48 H 0.05
49 H 0.10
50 H 0.09
51 O -0.24
52 P 0.74
53 O -0.23
54 C -0.31
55 C -0.08
56 O -0.22
57 C -0.31
58 C -0.08
59 O -0.19
60 C -0.31
61 C -0.09
62 H 0.10
63 H 0.12
64 H 0.06
65 H 0.08
66 H 0.08
67 H 0.11
68 H 0.09
69 H 0.08
70 H 0.04
71 H 0.07
72 H 0.10
73 H 0.12
74 H 0.07
75 H 0.09
76 H 0.09